a | A structure of composition H10LiO5, computed with ωB97M-V/def2-TZVPD.

net charge = +1
HOMO level = -0.563 Ha
multiplicity = 1

Positions of all 16 atoms, in Å:
Li  -0.128  -0.144  0.181
O  1.188  -1.636  0.637
H  1.789  -2.345  0.408
H  1.617  -1.183  1.363
O  -1.427  -0.441  -1.248
H  -1.312  -0.777  -2.137
H  -2.375  -0.434  -1.115
O  1.566  0.723  -1.813
H  1.293  0.764  -2.729
H  1.980  1.570  -1.648
O  -1.617  -0.617  1.634
H  -1.556  -0.242  2.513
H  -1.333  -1.525  1.740
O  -0.044  1.735  0.745
H  0.854  2.001  0.941
H  -0.494  2.552  0.527


b | A structure of composition H10LiO5, computed with ωB97M-V/def2-TZVPD.

net charge = +1
HOMO level = -0.531 Ha
multiplicity = 1

Positions of all 16 atoms, in Å:
Li  -0.217  0.087  -0.019
O  3.200  -0.428  1.357
H  4.069  -0.031  1.421
H  3.362  -1.370  1.416
O  -1.913  -0.645  3.088
H  -1.387  -0.447  3.863
H  -2.709  -0.124  3.199
O  1.155  0.995  -3.723
H  0.673  1.780  -3.986
H  1.269  0.501  -4.534
O  -0.330  -3.976  -1.539
H  -0.628  -4.803  -1.161
H  -0.570  -4.035  -2.464
O  -1.752  3.858  1.001
H  -2.385  4.166  0.352
H  -1.840  4.472  1.731


Which structure is the least stable? The one labeled b.